159
Properties=species:S:1:pos:R:3 method="wB97M-V/def2-TZVPD" homo_ev=-8.3 de_lowest_kj_mol=393.4 largest_force_ha_per_bohr=0.1445 smiles="COC[C@H](C)N.COC[C@H](C)N.COC[C@H](C)N.COC[C@H](C)N.COC[C@H](C)N.COC[C@H](C)N.COC[C@H](C)N.NC(N)=O.NC(N)=O.NC(N)=O.NC(N)=O.NC(N)=O"
C 2.695 0.951 -3.365
O 3.140 0.031 -2.676
N 1.680 1.685 -2.963
N 3.218 1.276 -4.510
H 1.115 1.351 -2.195
H 1.299 2.449 -3.502
H 2.781 1.900 -5.174
H 3.870 0.566 -4.812
C 2.202 -2.983 2.017
O 1.865 -1.793 1.914
N 2.947 -3.624 1.205
N 1.730 -3.794 2.950
H 3.644 -3.141 0.656
H 3.063 -4.615 1.359
H 0.991 -3.530 3.586
H 2.196 -4.677 3.102
C 4.860 1.177 1.161
O 5.345 0.799 0.128
N 5.322 2.206 1.722
N 3.890 0.597 1.840
H 6.226 2.572 1.461
H 5.038 2.323 2.684
H 3.318 -0.093 1.375
H 3.641 1.165 2.637
C 0.255 0.562 -0.126
O -0.169 1.432 -0.846
N 1.283 -0.195 -0.440
N -0.166 0.324 1.115
H 1.692 -0.054 -1.352
H 1.550 -0.914 0.218
H -0.953 0.803 1.529
H 0.362 -0.369 1.626
C -2.664 3.039 1.080
O -2.372 1.980 1.670
N -3.751 3.741 1.253
N -1.981 3.563 0.089
H -3.695 4.677 0.877
H -4.558 3.363 1.729
H -1.325 2.922 -0.334
H -2.576 4.233 -0.377
C 5.520 -3.769 -0.881
C 5.753 -2.269 -0.689
C 6.377 -1.642 -1.854
O 7.629 -2.215 -1.883
C 8.443 -1.618 -2.831
N 4.450 -1.707 -0.401
H 4.682 -3.844 -1.573
H 5.161 -4.266 0.020
H 6.299 -4.375 -1.344
H 6.368 -2.035 0.180
H 6.510 -0.607 -1.539
H 5.730 -1.690 -2.729
H 8.687 -0.581 -2.599
H 7.978 -1.611 -3.817
H 9.382 -2.171 -2.853
H 4.702 -0.839 0.051
H 4.092 -1.468 -1.315
C 1.293 -5.112 -3.032
C 1.038 -3.781 -2.341
C 0.076 -2.915 -3.101
O 0.627 -2.312 -4.269
C 0.096 -1.028 -4.582
N 0.674 -4.095 -0.930
H 0.382 -5.703 -2.946
H 2.119 -5.609 -2.521
H 1.463 -4.871 -4.081
H 1.956 -3.195 -2.286
H -0.263 -2.127 -2.427
H -0.831 -3.495 -3.271
H 0.733 -0.524 -5.309
H 0.031 -0.368 -3.718
H -0.936 -1.085 -4.929
H 1.315 -4.812 -0.620
H 0.751 -3.409 -0.193
C -6.061 -1.306 -0.246
C -5.711 -0.118 0.740
C -6.086 -0.438 2.196
O -7.405 -0.839 2.387
C -8.457 0.071 2.109
N -4.272 0.016 0.588
H -5.318 -2.099 -0.325
H -6.291 -0.867 -1.217
H -7.032 -1.724 0.019
H -6.292 0.716 0.346
H -5.836 0.412 2.830
H -5.435 -1.221 2.583
H -8.425 0.806 2.913
H -9.397 -0.410 2.381
H -8.490 0.542 1.126
H -3.845 -0.816 0.972
H -3.910 0.807 1.100
C -1.660 -2.898 7.711
C -2.592 -2.857 6.504
C -2.029 -3.509 5.198
O -0.713 -3.070 4.815
C -0.547 -1.658 4.598
N -3.844 -3.509 6.901
H -2.100 -2.156 8.377
H -0.611 -2.719 7.474
H -1.814 -3.834 8.248
H -2.701 -1.817 6.198
H -2.779 -3.259 4.448
H -2.062 -4.595 5.284
H -1.120 -1.193 3.795
H 0.531 -1.622 4.440
H -0.778 -1.142 5.530
H -4.541 -3.256 6.215
H -3.670 -4.485 6.709
C -0.665 4.704 -2.704
C -0.332 4.418 -4.201
C -0.694 5.576 -5.198
O -0.297 5.179 -6.525
C -0.433 6.227 -7.574
N 1.104 4.102 -4.407
H -0.181 4.053 -1.976
H -1.732 4.617 -2.500
H -0.366 5.749 -2.620
H -1.048 3.645 -4.478
H -0.036 6.417 -4.982
H -1.757 5.815 -5.158
H -0.173 7.220 -7.207
H -1.405 6.112 -8.054
H 0.339 6.160 -8.341
H 1.427 5.040 -4.214
H 1.246 3.912 -5.389
C -2.551 1.195 -4.003
C -3.442 1.017 -2.769
C -4.959 0.888 -3.138
O -5.386 1.973 -3.961
C -6.795 2.178 -4.141
N -2.933 -0.065 -1.983
H -2.834 2.141 -4.466
H -2.916 0.412 -4.667
H -1.490 1.161 -3.756
H -3.403 1.979 -2.257
H -5.496 0.927 -2.190
H -5.205 -0.105 -3.514
H -6.956 2.934 -4.910
H -7.410 2.368 -3.261
H -7.208 1.248 -4.530
H -2.065 0.350 -1.675
H -3.435 0.015 -1.111
C 1.265 1.897 4.242
C 2.672 1.832 4.850
C 3.221 0.409 5.048
O 2.381 -0.237 6.004
C 2.835 -1.504 6.477
N 3.638 2.571 4.115
H 1.367 1.605 3.197
H 0.818 2.890 4.304
H 0.729 1.101 4.758
H 2.511 2.178 5.871
H 4.183 0.525 5.548
H 3.342 -0.087 4.085
H 2.030 -1.775 7.160
H 3.794 -1.477 6.993
H 2.858 -2.230 5.664
H 4.526 2.518 4.592
H 3.321 3.510 4.306

69
Properties=species:S:1:pos:R:3 method="wB97M-V/def2-TZVPD" s_squared=2.0391 total_charge=+2 multiplicity=3 homo_ev="-12.6 / -14.0" de_lowest_kj_mol=351.5 largest_force_ha_per_bohr=0.0135
Pd -0.364 -0.005 -0.209
C -1.589 -3.082 -3.105
N -1.172 -2.046 -2.157
P -1.650 -0.425 -2.109
C -3.417 -0.384 -2.398
C -3.936 -0.117 -3.664
C -5.307 -0.179 -3.864
C -6.152 -0.497 -2.810
C -5.636 -0.755 -1.546
C -4.269 -0.696 -1.337
C -0.840 0.460 -3.453
C -1.096 1.825 -3.591
C -0.444 2.552 -4.573
C 0.467 1.923 -5.413
C 0.730 0.568 -5.270
C 0.082 -0.167 -4.287
P -0.097 -2.181 -0.877
C -0.691 -3.485 0.200
C 0.192 -4.169 1.040
C -0.292 -5.141 1.901
C -1.651 -5.425 1.937
C -2.533 -4.732 1.118
C -2.058 -3.758 0.255
C 1.532 -2.628 -1.480
C 1.891 -3.959 -1.710
C 3.129 -4.248 -2.264
C 4.005 -3.221 -2.585
C 3.649 -1.896 -2.365
C 2.415 -1.597 -1.812
H -2.629 -3.363 -2.940
H -0.962 -3.964 -2.973
H -1.477 -2.730 -4.130
H -3.279 0.136 -4.486
H -5.715 0.025 -4.845
H -7.221 -0.537 -2.972
H -6.300 -0.990 -0.725
H -3.862 -0.876 -0.348
H -1.816 2.316 -2.945
H -0.649 3.608 -4.687
H 0.971 2.491 -6.183
H 1.437 0.079 -5.927
H 0.301 -1.222 -4.173
H 1.254 -3.958 1.006
H 0.393 -5.685 2.538
H -2.023 -6.192 2.603
H -3.591 -4.955 1.149
H -2.749 -3.219 -0.383
H 1.211 -4.765 -1.464
H 3.407 -5.277 -2.446
H 4.972 -3.454 -3.012
H 4.330 -1.099 -2.631
H 2.122 -0.563 -1.657
N 4.855 2.389 1.868
C 4.808 1.602 2.963
O 5.668 1.520 3.807
C 3.596 0.720 3.089
C 3.233 0.240 4.325
C 2.106 -0.569 4.519
C 1.212 -0.750 3.456
N 1.610 -0.431 2.248
C 2.932 0.085 1.927
H 5.644 3.010 1.771
H 4.058 2.534 1.273
H 3.842 0.538 5.170
H 1.838 -0.922 5.504
H 0.182 -1.060 3.587
H 3.574 -0.669 1.456
O 2.292 0.861 0.888
C 1.072 0.273 1.129

10
Properties=species:S:1:pos:R:3 method="wB97M-V/def2-TZVPD" s_squared=6.0152 multiplicity=5 homo_ev="-7.3 / -7.4" de_lowest_kj_mol=0.0 largest_force_ha_per_bohr=0.1065
O -2.292 1.208 -0.972
O 0.039 0.122 -0.293
C 1.268 -0.306 0.005
C -1.076 -0.809 -0.291
O 1.454 -1.514 0.235
C -2.237 -0.101 -0.546
V 2.613 1.250 -0.048
H -2.443 1.353 0.109
H -3.158 -0.657 -0.781
Li -0.147 -2.558 0.169

19
Properties=species:S:1:pos:R:3 method="wB97M-V/def2-TZVPD" homo_ev=-9.9 de_lowest_kj_mol=0.0 largest_force_ha_per_bohr=0.0271 smiles="C[C@@H](O)/C(=C(/O)CBr)[N+](=O)[O-]"
C -1.830 0.162 -0.915
C -0.706 1.063 -0.489
C 0.310 -1.441 1.277
C 0.897 -0.862 -0.016
C 0.545 0.606 -0.153
N 1.563 1.503 0.230
O 2.600 1.063 0.680
O 1.357 2.716 0.107
O -1.032 2.337 -0.547
O 0.450 -1.555 -1.166
Br -3.243 -0.132 0.450
H -2.352 0.644 -1.741
H -1.465 -0.821 -1.195
H 0.624 -2.475 1.399
H -0.776 -1.406 1.266
H 0.671 -0.873 2.130
H 1.995 -0.928 0.041
H -0.241 2.896 -0.312
H 0.634 -2.496 -1.045

17
Properties=species:S:1:pos:R:3 method="wB97M-V/def2-TZVPD" homo_ev=-7.9 de_lowest_kj_mol=521.1 largest_force_ha_per_bohr=0.1401 smiles="O=c1c(O)cccc(O)c1O"
C -1.568 0.085 0.067
C -1.267 1.469 0.202
C 0.111 1.911 -0.194
C 1.311 1.226 -0.344
C 1.568 -0.199 -0.170
C 0.619 -1.231 -0.086
C -0.904 -1.265 -0.394
H -3.547 0.146 0.016
H -2.062 2.188 0.823
H 0.271 3.113 -0.394
H 2.096 2.028 -0.397
H 3.202 -1.215 0.678
H 0.445 -2.903 0.116
O -2.850 -0.421 0.110
O 2.835 -0.347 0.106
O 1.283 -2.286 0.167
O -1.542 -2.300 -0.305

90
Properties=species:S:1:pos:R:3 method="wB97M-V/def2-TZVPD" homo_ev=-9.5 de_lowest_kj_mol=107.6 largest_force_ha_per_bohr=0.0283 smiles=CCO.CCO.CCO.CCO.CCO.CCO.CCO.CCO.CCO.CCO
C 28.665 -7.833 -9.298
C 29.369 -6.495 -9.369
O 30.739 -6.653 -9.017
H 29.284 -8.615 -9.733
H 27.719 -7.737 -9.826
H 28.516 -8.051 -8.243
H 28.912 -5.844 -8.611
H 29.262 -5.966 -10.324
H 31.168 -5.796 -8.941
C 23.397 -10.203 -8.268
C 21.997 -10.217 -8.837
O 21.059 -10.739 -7.907
H 24.054 -9.548 -8.840
H 23.898 -11.165 -8.140
H 23.403 -9.737 -7.277
H 21.896 -10.705 -9.802
H 21.743 -9.151 -8.970
H 21.080 -10.114 -7.166
C 25.961 -10.170 -10.795
C 25.023 -10.199 -11.982
O 24.731 -11.527 -12.405
H 27.007 -10.198 -11.099
H 25.842 -11.057 -10.170
H 25.739 -9.308 -10.170
H 25.429 -9.598 -12.807
H 24.092 -9.663 -11.747
H 23.782 -11.646 -12.472
C 21.795 -10.569 -4.490
C 21.283 -9.138 -4.542
O 20.999 -8.749 -5.891
H 22.882 -10.630 -4.460
H 21.491 -11.131 -5.377
H 21.372 -11.125 -3.651
H 22.078 -8.508 -4.133
H 20.372 -9.026 -3.952
H 21.350 -7.858 -6.011
C 25.544 -7.628 -7.372
C 24.746 -7.327 -6.125
O 25.663 -7.107 -5.042
H 25.849 -8.674 -7.461
H 26.502 -7.095 -7.386
H 25.034 -7.346 -8.293
H 24.077 -8.165 -5.900
H 24.150 -6.416 -6.231
H 25.168 -7.098 -4.211
C 25.646 -10.954 -4.833
C 26.823 -10.166 -4.304
O 27.417 -9.375 -5.347
H 25.153 -11.484 -4.002
H 25.949 -11.746 -5.523
H 24.869 -10.365 -5.322
H 27.604 -10.813 -3.917
H 26.462 -9.451 -3.558
H 27.014 -8.496 -5.319
C 24.746 -9.010 -0.834
C 23.910 -8.958 -2.113
O 24.006 -7.687 -2.734
H 24.633 -9.966 -0.318
H 24.429 -8.240 -0.127
H 25.806 -8.857 -1.047
H 22.863 -9.096 -1.811
H 24.152 -9.742 -2.822
H 23.665 -7.056 -2.092
C 20.277 -5.596 -4.901
C 20.532 -5.435 -6.387
O 21.806 -6.028 -6.717
H 19.883 -6.595 -4.701
H 19.521 -4.898 -4.540
H 21.184 -5.426 -4.324
H 20.523 -4.372 -6.655
H 19.747 -5.901 -6.991
H 22.008 -5.732 -7.608
C 26.975 -3.843 -8.681
C 28.256 -3.008 -8.566
O 28.402 -2.218 -9.758
H 27.012 -4.455 -9.579
H 26.119 -3.169 -8.726
H 26.912 -4.510 -7.817
H 29.088 -3.699 -8.467
H 28.236 -2.335 -7.707
H 27.682 -1.582 -9.765
C 28.714 -12.413 -9.232
C 28.955 -11.528 -8.021
O 27.797 -10.729 -7.835
H 28.280 -11.821 -10.039
H 27.972 -13.178 -8.991
H 29.635 -12.881 -9.577
H 29.814 -10.878 -8.229
H 29.122 -12.148 -7.136
H 27.808 -10.359 -6.941

85
Properties=species:S:1:pos:R:3 method="wB97M-V/def2-TZVPD" homo_ev=-7.2 de_lowest_kj_mol=73.8 largest_force_ha_per_bohr=0.0410
Pd -0.250 -0.844 -0.979
C 1.728 -0.916 -1.326
Si 2.399 0.682 -0.650
C 1.365 2.059 -1.395
N -0.015 1.542 -1.572
C -0.884 1.718 -0.387
C -1.829 2.931 -0.420
C -1.254 4.004 -1.342
C -1.103 3.457 -2.778
C -0.702 1.962 -2.795
C 2.311 0.729 1.215
C 2.165 1.933 1.914
C 2.179 1.968 3.304
C 2.357 0.793 4.026
C 2.514 -0.414 3.354
C 2.486 -0.442 1.963
C 4.184 1.021 -1.110
C 5.218 0.960 -0.169
C 6.544 1.173 -0.540
C 6.859 1.447 -1.865
C 5.849 1.502 -2.820
C 4.528 1.288 -2.443
H 2.171 -1.807 -0.883
H 1.796 -0.972 -2.412
H 1.774 2.329 -2.376
H 1.414 2.974 -0.785
H -0.236 1.795 0.483
H -1.493 0.819 -0.252
H -1.979 3.294 0.596
H -2.805 2.640 -0.792
H -0.283 4.331 -0.967
H -1.897 4.885 -1.346
H -0.361 4.047 -3.318
H -2.049 3.574 -3.316
H -0.053 1.751 -3.644
H -1.574 1.319 -2.906
H 2.034 2.866 1.370
H 2.057 2.913 3.823
H 2.387 0.820 5.110
H 2.651 -1.334 3.912
H 2.601 -1.395 1.452
H 4.986 0.750 0.872
H 7.330 1.125 0.207
H 7.889 1.616 -2.154
H 6.092 1.708 -3.858
H 3.751 1.328 -3.206
S -4.405 -3.045 -0.817
C -5.077 -1.463 -0.935
C -6.399 -1.060 -0.737
C -6.714 0.265 -0.962
C -5.733 1.159 -1.411
C -4.427 0.748 -1.598
C -4.078 -0.569 -1.314
N -2.794 -1.132 -1.443
C -2.842 -2.406 -1.267
C -1.684 -3.297 -1.477
C -1.876 -4.678 -1.468
C -0.827 -5.544 -1.732
C 0.421 -5.011 -2.007
C 0.613 -3.634 -1.971
C -0.424 -2.728 -1.726
H -7.159 -1.771 -0.433
H -7.730 0.611 -0.806
H -6.003 2.185 -1.623
H -3.683 1.429 -1.988
H -2.856 -5.089 -1.246
H -0.985 -6.616 -1.733
H 1.254 -5.668 -2.238
H 1.606 -3.254 -2.174
C -1.566 0.492 5.037
N -1.108 -0.502 4.065
C -0.658 -1.723 4.442
C -0.183 -2.612 3.551
C -0.145 -2.178 2.184
N -0.641 -1.020 1.790
C -1.153 -0.137 2.695
O -1.636 0.951 2.410
N 0.436 -2.932 1.238
H -1.571 0.037 6.026
H -2.564 0.836 4.778
H -0.905 1.357 5.029
H -0.700 -1.939 5.502
H 0.176 -3.584 3.856
H 0.752 -3.868 1.414
H 0.415 -2.537 0.293

15
Properties=species:S:1:pos:R:3 method="wB97M-V/def2-TZVPD" homo_ev=-9.4 de_lowest_kj_mol=279.3 largest_force_ha_per_bohr=0.0910
C 1.008 1.275 -0.099
C 0.517 -0.265 -0.055
C -0.740 -0.490 -0.998
C -0.596 -0.230 1.028
H -0.050 1.829 -0.135
H 1.509 1.566 0.791
H 1.720 1.492 -0.959
H 2.222 -1.242 -0.342
H -0.769 0.128 -1.864
H -0.958 -1.553 -1.027
H -2.405 -0.522 0.142
H -0.693 -1.228 1.351
H -0.478 0.409 1.998
N -1.651 0.115 0.036
O 1.363 -1.285 0.134

8
Properties=species:S:1:pos:R:3 method="wB97M-V/def2-TZVPD" homo_ev=-11.4 de_lowest_kj_mol=141.4 largest_force_ha_per_bohr=0.1450 smiles=FCBr.C#N
C 0.074 1.432 -1.561
C -0.090 -0.636 0.974
N 1.197 1.526 -1.708
F 0.649 -1.916 0.850
Br -1.813 -0.599 0.211
H -0.893 1.084 -1.168
H 0.479 -0.257 0.280
H 0.397 -0.635 2.124

no.,electronic energy (hartree)
1,-3149.2158
2,-2361.5541
3,-1292.5595
4,-3124.9485
5,-571.1235
6,-1550.2953
7,-2597.9489
8,-287.7261
9,-2806.5268